Density functional theory data (ωB97M-V/def2-TZVPD) for 5 unconnected molecules or ions with the total composition C25H62NO16PS.

CARTESIAN COORDINATES (ANGSTROEM)
N (-8.293, -3.729, -0.937)
C (-8.324, -4.876, -0.083)
O (-8.653, -6.108, -0.769)
S (-10.098, -6.542, -1.301)
O (-10.421, -5.837, -2.530)
O (-11.020, -5.854, -0.111)
P (-12.045, -4.600, -0.316)
O (-12.333, -3.899, 0.948)
H (-8.981, -3.033, -0.708)
H (-8.316, -3.962, -1.917)
H (-7.344, -5.101, 0.336)
H (-9.009, -4.721, 0.749)
H (-11.439, -3.824, -1.304)
H (-13.123, -5.240, -0.937)
C (-2.706, -2.659, 1.570)
O (-3.273, -1.839, 0.577)
C (-4.262, -2.504, -0.187)
C (-5.242, -1.530, -0.799)
O (-6.202, -1.009, 0.106)
C (-5.755, -0.059, 1.058)
C (-5.485, 1.316, 0.493)
O (-4.263, 1.330, -0.217)
C (-4.183, 2.344, -1.188)
H (-2.163, -3.508, 1.136)
H (-2.006, -2.048, 2.137)
H (-3.472, -3.048, 2.252)
H (-4.812, -3.219, 0.438)
H (-3.778, -3.063, -1.001)
H (-5.826, -2.091, -1.531)
H (-4.713, -0.726, -1.316)
H (-4.880, -0.419, 1.604)
H (-6.583, 0.039, 1.764)
H (-5.439, 2.031, 1.326)
H (-6.314, 1.610, -0.164)
H (-5.008, 2.287, -1.907)
H (-3.243, 2.193, -1.717)
H (-4.180, 3.342, -0.732)
C (0.081, 0.703, -0.529)
O (0.384, 1.861, -1.274)
C (-0.154, 3.052, -0.737)
C (0.695, 4.234, -1.141)
O (1.904, 4.343, -0.409)
C (2.956, 3.448, -0.724)
C (3.714, 3.775, -1.989)
O (2.978, 3.396, -3.136)
C (3.331, 4.131, -4.284)
H (-0.989, 0.465, -0.529)
H (0.622, -0.113, -1.005)
H (0.421, 0.797, 0.510)
H (-0.203, 2.994, 0.358)
H (-1.174, 3.189, -1.123)
H (0.139, 5.142, -0.899)
H (0.875, 4.216, -2.219)
H (2.607, 2.412, -0.749)
H (3.659, 3.551, 0.106)
H (4.668, 3.228, -1.969)
H (3.936, 4.849, -2.012)
H (3.200, 5.207, -4.124)
H (2.674, 3.810, -5.090)
H (4.371, 3.947, -4.581)
C (5.422, -5.681, -1.848)
O (5.155, -4.596, -2.703)
C (4.246, -4.918, -3.738)
C (3.529, -3.686, -4.238)
O (2.507, -3.222, -3.374)
C (2.907, -2.483, -2.233)
C (3.271, -1.047, -2.526)
O (4.550, -0.949, -3.123)
C (4.687, 0.204, -3.922)
H (5.923, -6.501, -2.376)
H (6.078, -5.319, -1.059)
H (4.501, -6.068, -1.396)
H (3.506, -5.645, -3.382)
H (4.790, -5.370, -4.580)
H (3.014, -3.965, -5.159)
H (4.248, -2.896, -4.470)
H (3.719, -2.980, -1.697)
H (2.027, -2.468, -1.586)
H (3.271, -0.483, -1.581)
H (2.509, -0.604, -3.180)
H (3.929, 0.230, -4.714)
H (5.676, 0.169, -4.376)
H (4.594, 1.122, -3.330)
C (1.504, 2.786, 4.305)
O (2.898, 2.591, 4.261)
C (3.514, 3.278, 3.188)
C (4.961, 3.582, 3.494)
O (5.147, 4.664, 4.389)
C (4.943, 4.409, 5.767)
C (6.096, 3.702, 6.440)
O (6.117, 2.327, 6.106)
C (7.399, 1.756, 6.207)
H (1.009, 2.372, 3.418)
H (1.131, 2.271, 5.188)
H (1.253, 3.850, 4.377)
H (2.983, 4.214, 2.974)
H (3.470, 2.651, 2.286)
H (5.426, 3.908, 2.560)
H (5.476, 2.682, 3.838)
H (4.010, 3.867, 5.941)
H (4.859, 5.396, 6.226)
H (5.987, 3.816, 7.528)
H (7.036, 4.181, 6.140)
H (8.121, 2.282, 5.571)
H (7.321, 0.722, 5.876)
H (7.770, 1.770, 7.239)

Computed properties:
F_max = 0.74 eV/A
E_tot = -81297.6655 eV
total charge = 0
frontier orbital gap = 9.8 eV
HOMO energy = -9.15 eV
ΔE to the lowest compared entry with this formula, charge and spin = 0.0 kJ/mol
LUMO = 0.61 eV